This record from the OMol25 dataset describes 2 unconnected molecules or ions with the total composition C4H10NO2S in a non-equilibrium geometry. The level of theory is the ωB97M-V functional and the def2-TZVPD basis.

Structure (XYZ):
```
18
Properties=species:S:1:pos:R:3:forces:R:3
C -1.15161 -2.54179 -1.23775 -2.524 2.940 1.659
N 0.15770 -2.00665 -0.92613 1.706 -2.692 0.735
C 0.58394 -0.69727 -0.37117 -4.552 -0.984 0.714
C 0.71898 -0.60504 1.17039 0.835 -0.034 0.339
S -0.47702 0.66333 1.53516 -0.988 0.892 0.931
C -0.66576 0.35612 -0.60950 1.142 -3.126 1.929
O -0.35827 1.32772 -1.24972 -0.080 2.869 -2.305
H -1.96293 -2.66395 -0.37086 1.756 -0.088 -1.226
H -1.09763 -3.39347 -1.82901 0.587 -2.135 -0.452
H -1.72590 -1.91676 -1.95015 0.499 0.391 0.384
H 0.69306 -2.79349 -0.45665 -0.748 1.481 -0.796
H 1.36324 -0.36499 -0.99905 1.201 0.644 -0.157
H 1.71306 -0.27273 1.52086 -0.195 -0.337 -0.311
H 0.40088 -1.45870 1.80060 0.496 -0.199 -0.965
H -1.69837 -0.08630 -0.55449 0.663 0.251 -0.368
H 0.73720 2.75674 0.59821 1.667 0.673 0.570
H 1.09356 2.08386 -0.46798 1.563 0.581 -0.437
O 1.62064 2.73114 0.11434 -3.030 -1.129 -0.243
```
Positions in Å, forces in eV/Å.

## Properties
net charge: -1
2S+1: 1
HOMO level: -3.442 eV
orbital gap: 7.1 eV
LUMO: 0.135 Ha

=====

This record from the OMol25 dataset describes 2 unconnected molecules or ions with the total composition C4H10NO2S in a non-equilibrium geometry. The level of theory is the ωB97M-V functional and the def2-TZVPD basis.

Structure (XYZ):
```
18
Properties=species:S:1:pos:R:3:forces:R:3
C -0.32664 -0.31101 -0.61928 -2.419 -1.179 -3.066
C 0.41222 2.01577 0.29179 0.774 0.635 2.672
C 0.08268 -1.64671 -1.24754 2.536 0.060 3.904
C 0.59265 0.65451 -0.25535 1.278 0.255 1.055
N 1.84853 0.26837 -0.13927 2.932 1.266 0.280
O -2.26329 1.25688 -0.29364 -1.485 2.031 0.789
O -1.52795 -1.01407 1.52565 -0.688 2.875 0.095
S -2.01649 -0.08754 -0.67026 3.521 -1.006 -0.567
H -0.03036 1.86499 1.35250 0.657 0.274 -1.520
H 1.44515 2.52576 0.43416 -1.904 -0.770 -0.323
H -0.27040 2.67928 -0.18299 -0.441 0.252 -0.672
H 0.97212 -2.08409 -0.51805 -2.318 0.565 -1.899
H -0.74773 -2.30675 -1.16557 -0.499 -0.853 -0.189
H 0.47222 -1.60412 -2.23505 0.213 0.216 -0.847
H 2.58570 0.98035 0.21622 -1.866 -1.808 -0.982
H 2.23941 -0.62316 -0.44552 -0.527 0.400 0.154
H -1.39301 -1.89430 1.71652 0.474 -3.301 0.719
H -2.07481 -0.67416 2.23568 -0.238 0.088 0.398
```
Positions in Å, forces in eV/Å.

## Properties
net charge: +1
2S+1: 1
HOMO level: -13.308 eV
orbital gap: 7.7 eV
LUMO: -0.207 Ha

=====

This record from the OMol25 dataset describes 2 unconnected molecules or ions with the total composition C4H10NO3 in a non-equilibrium geometry. The level of theory is the ωB97M-V functional and the def2-TZVPD basis.

Structure (XYZ):
```
18
Properties=species:S:1:pos:R:3:forces:R:3
C 2.04943 1.49788 0.93736 -0.306 0.463 2.838
C 0.85820 1.86526 0.01041 1.243 0.318 -0.497
N 0.40771 0.85522 -0.72728 -0.667 -0.692 -0.942
C 0.59881 -0.54576 -0.33219 0.152 0.390 0.589
C -0.46416 -1.01652 0.69433 2.603 0.775 0.271
O -0.36926 -2.31150 0.76099 -1.316 -2.093 -0.004
O 0.60864 3.05299 -0.20814 -0.248 -0.353 0.427
H 2.05230 0.60614 1.68174 -0.655 1.103 -1.794
H 2.04506 2.37455 1.70088 0.797 -1.093 -1.702
H 2.93923 1.35931 0.28323 -0.412 0.600 0.657
H -0.31967 1.00971 -1.46708 1.117 0.183 1.385
H 0.49260 -1.13845 -1.21431 -0.290 -0.539 -0.617
H 1.59994 -0.79803 0.07504 -0.470 0.595 -0.395
H -0.18845 -0.54949 1.68018 0.050 0.566 0.064
H -1.31683 -0.40989 0.40060 -1.709 -0.228 -0.378
H -3.58851 -1.44108 -1.99669 1.417 1.319 -1.519
H -3.38956 -2.45058 -0.90802 2.006 -1.124 1.264
O -4.01547 -1.95976 -1.37109 -3.313 -0.188 0.352
```
Positions in Å, forces in eV/Å.

## Properties
net charge: -1
2S+1: 1
HOMO level: -2.813 eV
orbital gap: 6.5 eV
LUMO: 0.135 Ha

=====

This record from the OMol25 dataset describes a molecular structure, C4H10NO3 in a non-equilibrium geometry. The level of theory is the ωB97M-V functional and the def2-TZVPD basis.

Structure (XYZ):
```
18
Properties=species:S:1:pos:R:3:forces:R:3
O -1.78700 -1.52955 0.72056 0.188 1.425 -0.394
C -2.23548 -0.46079 0.10512 -1.617 -4.046 0.450
C -1.26104 0.83306 0.19912 1.195 3.157 1.242
C 0.09088 0.32958 -0.58133 -1.133 -0.188 -2.168
C 0.82194 -0.99846 -0.27629 0.630 0.000 2.048
O 2.14707 -0.93115 -0.64988 -0.891 0.737 -1.168
N -1.77467 1.88237 -0.45340 0.488 -0.919 -0.959
H -2.39131 -0.58713 -0.97534 0.390 0.360 -0.374
H -3.20596 -0.21165 0.55597 -0.006 1.093 0.070
H 0.72889 1.20827 -0.59035 0.291 -0.161 0.322
H -0.37029 0.26253 -1.57632 0.559 0.089 -0.179
H 0.78843 -1.10474 0.81791 -0.266 -0.375 0.059
H 0.29390 -1.84896 -0.70764 -0.091 0.120 -0.154
H -1.04118 1.15016 1.22994 0.412 -0.880 0.135
H -1.58058 2.77295 0.00360 -0.474 -0.210 0.616
H 2.80518 -0.42704 0.21553 0.681 -0.547 0.847
H 4.42854 -0.12893 0.77835 -0.725 -0.065 0.358
O 3.54268 -0.21053 1.18444 0.368 0.410 -0.749
```
Positions in Å, forces in eV/Å.

## Properties
net charge: -1
2S+1: 1
HOMO level: -4.191 eV
orbital gap: 4.8 eV
LUMO: 0.023 Ha

=====

This record from the OMol25 dataset describes 2 unconnected molecules or ions with the total composition C4H10NO3 in a non-equilibrium geometry. The level of theory is the ωB97M-V functional and the def2-TZVPD basis.

Structure (XYZ):
```
18
Properties=species:S:1:pos:R:3:forces:R:3
C 0.41084 0.94579 -0.23646 0.099 -1.002 0.104
C -0.57961 1.11911 -1.39283 0.254 0.861 0.433
C -0.15957 0.39147 -2.62631 -0.919 -0.104 -0.394
O -0.28474 0.83026 -3.74809 0.281 -0.008 0.103
N 0.01522 -0.12769 0.66556 -0.201 0.477 -0.659
C 0.81717 -0.12341 1.98449 -0.757 -0.468 0.424
O 0.04502 -0.03285 3.05000 0.047 0.183 -0.196
H 0.57079 1.88175 0.30267 -0.114 0.335 -0.005
H 1.38663 0.67187 -0.65934 0.068 0.162 -0.038
H -0.68784 2.18476 -1.59124 0.166 0.102 -0.498
H -1.59947 0.83825 -1.11843 0.075 -0.494 0.121
H 0.18325 -0.65193 -2.48956 0.264 0.090 0.186
H -0.94355 0.08734 0.93518 0.149 -0.107 0.519
H 1.36885 -1.10103 1.94306 0.391 0.214 -0.147
H 1.54523 0.72183 1.86114 0.213 -0.133 -0.083
H -0.87671 -2.09837 0.39808 0.542 0.215 0.582
H -0.23244 -2.73697 1.66451 -0.144 0.539 -0.205
O -0.97907 -2.80019 1.05757 -0.415 -0.862 -0.247
```
Positions in Å, forces in eV/Å.

## Properties
net charge: -1
2S+1: 1
HOMO level: -2.952 eV
orbital gap: 6.4 eV
LUMO: 0.128 Ha

=====

This record from the OMol25 dataset describes 2 unconnected molecules or ions with the total composition C4H10NO3 in a non-equilibrium geometry. The level of theory is the ωB97M-V functional and the def2-TZVPD basis.

Structure (XYZ):
```
18
Properties=species:S:1:pos:R:3:forces:R:3
O -0.23180 0.93310 -2.55089 0.717 -0.033 0.113
C 0.03748 0.65205 -1.34906 -1.777 -0.649 1.131
O 0.65695 1.52739 -0.73373 0.258 -0.052 -1.032
C -0.71873 -0.51958 -0.69919 -0.173 -2.887 0.508
C -0.17647 -1.35971 0.52131 -0.958 0.885 1.046
C 0.31990 -0.44904 1.63842 0.984 2.363 -0.705
N -1.06387 -1.56032 -1.70556 -0.518 1.190 -1.184
H -1.69156 -0.14832 -0.30783 0.585 0.361 -0.635
H 0.65467 -1.95529 0.17465 -0.061 -0.592 -0.115
H -1.04302 -1.98727 1.00552 1.685 0.833 -1.672
H 0.60633 0.57247 1.22257 -0.557 -1.215 0.527
H -0.40164 -0.21886 2.40703 -0.308 -0.187 0.227
H 1.26136 -0.71071 2.10441 0.003 -0.694 0.221
H -0.32712 -1.98994 -2.28160 0.341 0.372 1.110
H -1.58404 -1.08016 -2.43495 -0.525 -0.167 -0.006
H 0.58514 3.18311 0.95348 0.666 -0.005 0.558
H 1.69125 2.22564 0.67404 0.039 0.958 1.065
O 1.42515 2.88541 1.36138 -0.402 -0.481 -1.156
```
Positions in Å, forces in eV/Å.

## Properties
net charge: 0
<S²>: 0.76
2S+1: 2
HOMO level (spin up / spin down): -10.566 / -10.366 eV
orbital gap (spin up / spin down): 11.0 / 6.7 eV
LUMO (spin up / spin down): 0.016 / -0.136 Ha